1:
This record from the OMol25 dataset describes a single C23H29N3O4 molecule. The level of theory is the ωB97M-V functional and the def2-TZVPD basis.

HOMO level: -8.397 eV
Orbital gap: 9.074 eV
LUMO level: 0.68 eV
SMILES: CCOC(=O)C1(Cc2ccc(OC)cc2)CCN(C(=O)CCc2cnccn2)CC1

The geometry in ORCA input format:
```
! wB97M-V def2-TZVPD RIJCOSX def2/J DEFGRID3
* xyz 0 1
C 0.006 4.091 1.641
C 0.015 3.519 0.233
H 0.945 2.977 0.036
H -0.117 4.309 -0.513
O -1.083 2.618 0.057
C -0.816 1.324 -0.069
O 0.293 0.857 -0.120
C -2.096 0.499 -0.213
C -1.780 -0.966 0.114
H -0.781 -1.193 -0.262
H -2.488 -1.624 -0.389
C -1.856 -1.213 1.633
N -1.587 0.000 2.365
C -0.489 0.320 3.090
O -0.351 1.436 3.561
C 0.555 -0.755 3.331
H 1.028 -0.530 4.288
H 0.105 -1.746 3.398
C 1.633 -0.722 2.233
C 2.512 -1.925 2.357
N 3.580 -1.838 3.143
C 4.332 -2.917 3.285
C 4.019 -4.110 2.649
N 2.959 -4.209 1.858
C 2.216 -3.126 1.710
H 1.363 -3.220 1.050
H 4.617 -5.003 2.765
H 5.198 -2.816 3.925
H 1.170 -0.697 1.247
H 2.232 0.180 2.359
C -2.623 1.006 2.192
C -3.168 1.001 0.760
H -3.482 2.009 0.491
H -4.036 0.344 0.680
H -3.433 0.813 2.907
H -2.177 1.971 2.438
H -2.868 -1.539 1.904
H -1.165 -2.003 1.914
C -2.580 0.664 -1.673
C -1.536 0.250 -2.672
C -1.482 -1.051 -3.163
C -0.499 -1.435 -4.049
C 0.468 -0.523 -4.472
C 0.413 0.783 -3.999
C -0.582 1.154 -3.113
H -0.614 2.176 -2.763
H 1.137 1.520 -4.311
O 1.399 -1.003 -5.342
C 2.414 -0.136 -5.786
H 3.044 -0.733 -6.444
H 2.004 0.709 -6.348
H 3.015 0.239 -4.951
H -0.454 -2.443 -4.430
H -2.224 -1.773 -2.855
H -3.484 0.065 -1.805
H -2.839 1.714 -1.827
H 0.852 4.762 1.764
H -0.913 4.645 1.818
H 0.079 3.292 2.376
*
```

---

2:
This record from the OMol25 dataset describes a single C23H29N3O4 molecule. The level of theory is the ωB97M-V functional and the def2-TZVPD basis.

HOMO level: -8.141 eV
Orbital gap: 8.668 eV
LUMO level: 0.53 eV
SMILES: COc1cc(C(=O)NCCc2ncccc2C)ccc1OC1CCN(C(C)=O)CC1

The geometry in ORCA input format:
```
! wB97M-V def2-TZVPD RIJCOSX def2/J DEFGRID3
* xyz 0 1
C -1.566 -4.975 -0.396
H -0.918 -5.428 0.361
O -1.942 -3.667 -0.039
C -0.960 -2.737 0.107
C 0.390 -2.971 -0.065
C 1.329 -1.955 0.117
C 0.893 -0.684 0.451
C -0.461 -0.432 0.617
C -1.399 -1.439 0.461
O -2.743 -1.317 0.626
C -3.326 -0.054 0.892
C -4.750 -0.332 1.398
C -5.762 -0.222 0.266
N -5.792 1.139 -0.238
C -6.989 1.747 -0.424
O -8.040 1.155 -0.265
C -6.940 3.199 -0.850
H -6.484 3.293 -1.833
H -6.371 3.794 -0.139
H -7.959 3.572 -0.899
C -4.515 1.814 -0.340
H -4.488 2.417 -1.252
C -3.374 0.804 -0.385
H -2.433 1.335 -0.531
H -3.511 0.135 -1.236
H -4.369 2.489 0.517
H -5.505 -0.923 -0.535
H -6.771 -0.454 0.614
H -5.011 0.378 2.184
H -4.773 -1.337 1.816
H -2.756 0.459 1.679
H -0.770 0.569 0.874
H 1.587 0.137 0.558
C 2.762 -2.305 -0.113
O 3.094 -3.224 -0.843
N 3.648 -1.564 0.584
H 3.358 -0.743 1.096
C 5.069 -1.639 0.366
H 5.277 -2.605 -0.099
C 5.570 -0.514 -0.548
C 5.342 0.866 0.006
N 4.537 0.982 1.053
C 4.304 2.176 1.571
C 4.866 3.336 1.070
C 5.701 3.226 -0.030
C 5.954 1.980 -0.588
C 6.845 1.840 -1.781
H 7.731 1.256 -1.531
H 6.326 1.325 -2.588
H 7.165 2.816 -2.136
H 6.156 4.108 -0.458
H 4.657 4.294 1.520
H 3.637 2.191 2.423
H 6.636 -0.658 -0.732
H 5.057 -0.592 -1.512
H 5.575 -1.579 1.333
H 0.764 -3.942 -0.349
H -2.495 -5.539 -0.461
H -1.059 -4.997 -1.366
*
```

---

Most stable: 2

---

1:
This record from the OMol25 dataset describes a molecular structure, C7H12N4O2. The level of theory is the ωB97M-V functional and the def2-TZVPD basis.

HOMO level: -8.757 eV
Orbital gap: 8.573 eV
LUMO level: -0.18 eV

The geometry in ORCA input format:
```
! wB97M-V def2-TZVPD RIJCOSX def2/J DEFGRID3
* xyz 0 1
C -1.393 1.462 1.456
C -0.563 -0.090 0.488
C -2.446 0.744 2.024
C 1.920 0.211 0.303
C 0.316 0.820 -1.583
C 0.745 -1.591 -0.978
C 0.600 -0.196 -0.385
N -2.504 -0.560 1.677
N -1.548 -0.878 0.740
N -3.326 1.322 2.951
N -0.898 2.667 1.497
O -1.688 3.429 2.149
O 0.099 3.084 0.934
H 2.838 -0.233 -0.004
H 1.973 1.301 0.227
H 1.897 -0.037 1.292
H 1.016 0.663 -2.507
H -0.575 0.590 -1.999
H 0.338 1.947 -1.331
H 1.568 -1.666 -1.553
H 0.924 -2.322 -0.314
H -0.108 -1.796 -1.495
H -1.505 -1.752 0.257
H -3.158 2.302 2.942
H -4.214 0.926 2.817
*
```

---

2:
This record from the OMol25 dataset describes a single C7H12N4O2 molecule. The level of theory is the ωB97M-V functional and the def2-TZVPD basis.

HOMO level: -8.280 eV
Orbital gap: 8.812 eV
LUMO level: 0.53 eV
SMILES: O=c1n(CCO)nc2n1CCCN2

The geometry in ORCA input format:
```
! wB97M-V def2-TZVPD RIJCOSX def2/J DEFGRID3
* xyz 0 1
C -3.507 -0.192 -0.934
C -2.322 -0.988 -0.209
C 0.861 0.341 -0.453
C 3.193 1.113 -0.403
C 2.812 1.127 1.122
C 2.133 -0.114 1.627
C -0.338 -0.681 1.066
H -2.549 0.243 -2.553
H -3.404 0.674 -0.266
H -4.453 -0.624 -0.524
H -2.769 -1.428 0.607
H -2.215 -1.825 -0.896
H 1.816 0.972 -2.055
H 3.904 2.020 -0.690
H 3.473 0.046 -0.692
H 3.776 1.438 1.586
H 2.422 2.128 1.247
H 1.659 -0.093 2.745
H 2.938 -0.865 1.374
N -1.105 -0.380 0.021
N -0.302 0.103 -1.061
N 1.770 1.189 -1.000
N 0.911 -0.136 0.827
O -3.414 -0.086 -2.404
O -0.400 -1.382 2.117
*
```

---

Most stable: 2

---

1:
This record from the OMol25 dataset describes a single CH3I3Si molecule. The level of theory is the ωB97M-V functional and the def2-TZVPD basis.

HOMO level: -9.264 eV
Orbital gap: 7.952 eV
LUMO level: -1.31 eV
SMILES: C[Si](I)(I)I

The geometry in ORCA input format:
```
! wB97M-V def2-TZVPD RIJCOSX def2/J DEFGRID3
* xyz 0 1
C 1.121 -0.040 0.150
Si -0.774 0.128 -0.150
I -1.674 0.858 -2.334
I -1.677 -2.588 0.210
I -1.590 1.599 1.687
H 1.395 0.303 1.185
H 1.816 -0.907 -0.109
H 1.382 0.646 -0.640
*
```

---

2:
This record from the OMol25 dataset describes a molecular structure, CH3I3Si. The level of theory is the ωB97M-V functional and the def2-TZVPD basis.

HOMO level: -8.786 eV
Orbital gap: 7.102 eV
LUMO level: -1.68 eV

The geometry in ORCA input format:
```
! wB97M-V def2-TZVPD RIJCOSX def2/J DEFGRID3
* xyz 0 1
C -1.716 -0.805 -0.163
Si 1.369 0.478 0.703
I -1.907 -2.588 -1.287
I -2.907 0.734 -0.870
I 0.905 1.411 -1.557
H 2.280 -0.864 0.754
H 0.002 0.113 0.886
H 1.974 1.521 1.533
*
```

---

Most stable: 1

---

1:
This record from the OMol25 dataset describes a gas-phase ion, C10H15N2O (charge +1). The level of theory is the ωB97M-V functional and the def2-TZVPD basis.

HOMO level: -12.356 eV
Orbital gap: 7.478 eV
LUMO level: -4.88 eV
SMILES: C#Cc1[nH]cc[n+]1CCCCOC

The geometry in ORCA input format:
```
! wB97M-V def2-TZVPD RIJCOSX def2/J DEFGRID3
* xyz 1 1
C 2.684 -1.296 2.539
C 2.622 -0.479 1.377
C 2.311 0.474 0.083
N 2.979 1.861 -0.002
C 2.542 2.469 -1.319
C 1.543 1.348 -1.979
N 1.418 0.116 -1.079
C 0.605 -1.098 -1.440
C -0.197 -1.824 -0.219
C -1.591 -1.047 0.250
C -1.457 0.578 0.341
O -2.683 1.312 0.664
C -3.798 0.438 1.048
H 2.979 -2.094 3.362
H 3.647 2.303 0.693
H 2.849 3.497 -1.788
H 1.001 1.463 -3.021
H -0.198 -0.787 -2.260
H 1.322 -1.888 -1.973
H -0.572 -2.875 -0.646
H 0.449 -2.092 0.725
H -1.888 -1.573 1.280
H -2.405 -1.362 -0.564
H -1.089 0.994 -0.716
H -0.558 0.827 1.085
H -3.583 -0.222 2.020
H -4.688 1.162 1.379
H -4.248 -0.205 0.159
*
```

---

2:
This record from the OMol25 dataset describes a gas-phase ion, C10H15N2O (charge +1). The level of theory is the ωB97M-V functional and the def2-TZVPD basis.

HOMO level (spin up / spin down): -12.862 / -12.862 eV
Orbital gap (spin up / spin down): 6.615 / 6.613 eV
LUMO level (spin up / spin down): -6.25 / -6.25 eV
SMILES: CC(C)(N)[C@@H]([NH+]=O)c1ccccc1

The geometry in ORCA input format:
```
! wB97M-V def2-TZVPD RIJCOSX def2/J DEFGRID3
* xyz 1 1
C 3.376 0.598 -0.458
C 2.825 -0.540 -1.028
C 2.905 1.148 0.737
C 1.703 -1.099 -0.531
C 1.617 0.696 1.117
C 1.025 -0.358 0.458
C -1.742 1.550 0.624
C -1.323 0.125 -1.501
C -0.440 -0.629 0.727
C -1.636 0.190 -0.051
N -0.800 -1.979 0.442
N -2.801 -0.516 0.296
O -0.175 -2.977 0.370
H 4.290 1.024 -0.835
H 3.278 -1.015 -1.873
H 3.532 1.958 1.327
H 1.262 -1.974 -1.165
H 1.206 1.136 2.021
H -2.282 2.265 -0.021
H -2.173 1.503 1.565
H -0.731 1.828 0.858
H -1.856 -0.651 -1.962
H -1.632 1.093 -2.007
H -0.248 0.021 -1.764
H -0.712 -0.431 1.744
H -3.297 -0.282 1.152
H -1.770 -1.958 0.265
H -3.398 -0.724 -0.507
*
```

---

Most stable: 2

---

1:
This record from the OMol25 dataset describes a single C3H5ClFN molecule. The level of theory is the ωB97M-V functional and the def2-TZVPD basis.

HOMO level: -9.886 eV
Orbital gap: 10.899 eV
LUMO level: 1.01 eV
SMILES: F[C@@H](Cl)[C@H]1CN1

The geometry in ORCA input format:
```
! wB97M-V def2-TZVPD RIJCOSX def2/J DEFGRID3
* xyz 0 1
C -1.187 0.432 0.351
C -0.041 0.037 -0.382
C 1.357 0.121 0.157
H -1.024 0.317 1.412
H -0.270 0.326 -1.353
H 2.215 0.381 -0.461
H 1.404 0.447 1.208
H 0.999 -1.857 -0.705
N 0.609 -1.135 -0.012
F -1.478 1.647 -0.196
Cl -2.585 -0.717 -0.019
*
```

---

2:
This record from the OMol25 dataset describes a single C3H5ClFN molecule. The level of theory is the ωB97M-V functional and the def2-TZVPD basis.

HOMO level: -10.089 eV
Orbital gap: 11.032 eV
LUMO level: 0.94 eV
SMILES: F[C@@H](Cl)[C@H]1CN1

The geometry in ORCA input format:
```
! wB97M-V def2-TZVPD RIJCOSX def2/J DEFGRID3
* xyz 0 1
C 1.257 0.364 -0.332
C 0.034 -0.089 0.416
C -1.294 0.301 -0.072
H 1.047 0.540 -1.380
H 0.120 -0.310 1.501
H -2.053 0.298 0.714
H -1.400 0.856 -0.977
H -1.182 -1.764 0.362
N -0.789 -1.022 -0.309
F 1.668 1.567 0.089
Cl 2.592 -0.742 -0.012
*
```

---

Most stable: 2

---

1:
This record from the OMol25 dataset describes a single H3N3O2 molecule. The level of theory is the ωB97M-V functional and the def2-TZVPD basis.

HOMO level: -10.208 eV
Orbital gap: 10.243 eV
LUMO level: 0.04 eV
SMILES: [H]/N=[N+](\[O-])ON

The geometry in ORCA input format:
```
! wB97M-V def2-TZVPD RIJCOSX def2/J DEFGRID3
* xyz 0 1
N -1.430 0.775 -0.615
N 0.919 -1.293 1.120
N 0.552 -0.549 0.204
O -1.133 -0.346 0.062
O 1.149 0.208 -0.542
H -1.207 1.595 0.024
H -0.754 0.764 -1.505
H 1.903 -1.153 1.252
*
```

---

2:
This record from the OMol25 dataset describes a single H3N3O2 molecule. The level of theory is the ωB97M-V functional and the def2-TZVPD basis.

HOMO level: -9.746 eV
Orbital gap: 10.675 eV
LUMO level: 0.93 eV
SMILES: NN[N+](=O)[O-]

The geometry in ORCA input format:
```
! wB97M-V def2-TZVPD RIJCOSX def2/J DEFGRID3
* xyz 0 1
N -0.371 -0.395 -0.032
N 0.503 0.711 0.235
N 1.494 1.015 -0.641
O 1.630 0.274 -1.576
O 2.184 1.912 -0.259
H -1.263 0.099 -0.193
H -0.004 -0.950 -0.712
H 0.181 1.173 1.026
*
```

---

3:
This record from the OMol25 dataset describes 2 unconnected molecules or ions with the total composition H3N3O2. The level of theory is the ωB97M-V functional and the def2-TZVPD basis.

HOMO level (spin up / spin down): -8.056 / -9.050 eV
Orbital gap (spin up / spin down): 7.865 / 8.197 eV
LUMO level (spin up / spin down): -0.19 / -0.85 eV

The geometry in ORCA input format:
```
! wB97M-V def2-TZVPD RIJCOSX def2/J DEFGRID3
* xyz 0 1
N -2.316 0.884 -0.153
N 0.631 0.433 -0.182
N -0.287 -0.294 -0.819
O -0.755 -1.391 -0.061
O -2.960 -0.040 0.182
H 0.770 0.159 0.839
H 0.432 1.402 -0.417
H -1.686 -1.162 -0.031
*
```

---

Most stable: 2

---

1:
This record from the OMol25 dataset describes a molecular structure, C10H23N6O3Pt. The level of theory is the ωB97M-V functional and the def2-TZVPD basis.

HOMO level (spin up / spin down): -11.893 / -11.841 eV
Orbital gap (spin up / spin down): 8.627 / 5.669 eV
LUMO level (spin up / spin down): -3.27 / -6.17 eV

The geometry in ORCA input format:
```
! wB97M-V def2-TZVPD RIJCOSX def2/J DEFGRID3
* xyz 1 3
Pt 0.078 0.600 0.183
C -0.413 1.572 -2.725
C -0.770 0.106 -2.562
C -1.338 -0.507 -3.822
O 0.430 -0.559 -2.087
C -1.757 -0.164 -1.349
O -2.199 -1.296 -1.256
O -1.863 0.806 -0.496
H 0.328 1.687 -3.516
H 0.019 1.977 -1.799
H -1.296 2.159 -2.963
H -0.573 -0.551 -4.599
H -2.171 0.091 -4.191
H -1.706 -1.510 -3.612
H 0.313 -1.514 -2.189
C 0.362 -1.119 2.877
N 0.027 -2.249 3.713
C 0.298 -3.486 2.975
N -0.495 -3.546 1.746
C -0.165 -2.414 0.907
N -0.444 -1.130 1.622
C -1.896 -1.104 1.993
N -2.211 -2.242 2.828
C -1.401 -2.198 4.044
C -1.920 -3.475 2.094
H 1.419 -1.167 2.610
H 0.154 -0.194 3.422
H 0.051 -4.340 3.605
H 1.359 -3.528 2.721
H -0.775 -2.448 0.006
H 0.896 -2.445 0.650
H -2.490 -1.135 1.083
H -2.107 -0.179 2.532
H -1.652 -3.045 4.681
H -1.613 -1.275 4.587
H -2.514 -3.496 1.180
H -2.183 -4.335 2.710
N 2.857 -0.331 0.720
N 2.115 0.895 0.771
H 3.815 -0.181 1.018
H 2.872 -0.649 -0.242
H 2.531 1.629 0.200
H 2.116 1.218 1.732
*
```

---

2:
This record from the OMol25 dataset describes a molecular structure, C10H23N6O3Pt. The level of theory is the ωB97M-V functional and the def2-TZVPD basis.

HOMO level (spin up / spin down): -12.246 / -12.434 eV
Orbital gap (spin up / spin down): 9.374 / 7.190 eV
LUMO level (spin up / spin down): -2.87 / -5.24 eV

The geometry in ORCA input format:
```
! wB97M-V def2-TZVPD RIJCOSX def2/J DEFGRID3
* xyz 1 3
Pt 0.549 -1.055 0.742
C -2.759 -1.959 1.281
C -1.901 -2.712 0.281
C -2.717 -3.586 -0.643
O -1.199 -1.681 -0.496
C -0.859 -3.565 1.053
O -1.117 -4.690 1.386
O 0.311 -2.990 1.297
H -3.519 -1.368 0.769
H -2.153 -1.289 1.899
H -3.248 -2.671 1.944
H -3.449 -2.990 -1.188
H -3.232 -4.337 -0.050
H -2.078 -4.113 -1.355
H -0.781 -2.072 -1.285
C 1.429 1.690 1.485
N 1.488 3.114 1.287
C 0.123 3.640 1.184
N -0.591 3.038 0.054
C -0.663 1.613 0.238
N 0.714 0.998 0.343
C 1.446 1.356 -0.918
N 1.515 2.781 -1.109
C 2.200 3.391 0.037
C 0.153 3.324 -1.176
H 0.892 1.456 2.405
H 2.439 1.279 1.539
H 0.165 4.719 1.046
H -0.416 3.425 2.108
H -1.163 1.148 -0.613
H -1.210 1.370 1.150
H 0.906 0.899 -1.751
H 2.452 0.935 -0.853
H 2.250 4.468 -0.115
H 3.216 2.999 0.105
H -0.372 2.892 -2.029
H 0.213 4.403 -1.311
N 1.272 -2.241 -2.000
N 1.896 -2.159 -0.710
H 1.637 -3.039 -2.511
H 1.507 -1.404 -2.521
H 2.892 -1.959 -0.757
H 1.763 -3.056 -0.240
*
```

---

Most stable: 2

---

1:
This record from the OMol25 dataset describes a single C4H6ClFN2 molecule. The level of theory is the ωB97M-V functional and the def2-TZVPD basis.

HOMO level: -9.259 eV
Orbital gap: 9.830 eV
LUMO level: 0.57 eV
SMILES: [H]/N=C(N)\C(F)=C(\C)Cl

The geometry in ORCA input format:
```
! wB97M-V def2-TZVPD RIJCOSX def2/J DEFGRID3
* xyz 0 1
C 1.104 2.083 0.283
C 0.016 1.145 -0.106
C 0.281 -0.121 -0.237
C -0.480 -1.455 -0.163
H 1.123 3.178 -0.311
H 2.134 1.559 0.238
H 1.205 2.262 1.469
H -2.412 -1.004 0.575
H -2.178 -2.717 0.494
H 1.027 -2.092 -1.252
N -1.915 -1.705 0.217
N 0.116 -2.400 -0.716
F 1.549 -0.456 -0.353
Cl -1.570 1.724 -0.139
*
```

---

2:
This record from the OMol25 dataset describes a single C4H6ClFN2 molecule. The level of theory is the ωB97M-V functional and the def2-TZVPD basis.

HOMO level: -8.509 eV
Orbital gap: 9.283 eV
LUMO level: 0.77 eV
SMILES: CC(=N\N)/C(F)=C\Cl

The geometry in ORCA input format:
```
! wB97M-V def2-TZVPD RIJCOSX def2/J DEFGRID3
* xyz 0 1
C -0.060 -1.273 0.398
C -0.170 0.154 -0.045
C 0.909 1.131 -0.004
C 2.237 1.041 -0.079
H -0.741 -1.535 1.211
H 0.906 -1.437 0.829
H -0.207 -1.951 -0.447
H -2.341 -0.978 0.020
H -3.243 0.379 -0.537
H 2.834 1.963 0.026
N -1.262 0.667 -0.480
N -2.388 -0.151 -0.552
F 0.478 2.387 0.073
Cl 3.048 -0.397 -0.412
*
```

---

Most stable: 2